Formula: C19H31N3O3S
Source: OMol25
Level of theory: wB97M-V/def2-TZVPD

Computed properties:
**SMILES string**: CCCS(=O)(=O)N1CCC[C@H](C(=O)NCCN(C)Cc2ccccc2)C1
**Gap between HOMO and LUMO**: 8.628 eV
**Strongest force on any atom**: 0.018 hartree/bohr
**Spin multiplicity**: 1

Structure (XYZ):
```
57
Properties=species:S:1:pos:R:3:mulliken_charge:R:1
C 0.835 4.317 0.658 -1.161
H 1.033 3.369 1.150 0.263
C -0.007 4.094 -0.593 -0.350
C -1.294 3.355 -0.276 -0.943
H -1.965 3.325 -1.130 0.377
H -1.800 3.755 0.599 0.430
S -0.912 1.610 0.086 1.306
O -0.093 1.090 -0.966 -0.669
O -0.446 1.478 1.438 -0.673
N -2.356 0.806 0.012 0.279
C -2.856 0.317 -1.248 -1.514
H -3.590 1.022 -1.670 0.467
C -3.527 -1.050 -1.058 0.695
C -2.515 -2.174 -0.794 0.078
O -2.581 -3.230 -1.393 -0.719
N -1.598 -1.907 0.152 0.226
H -1.535 -0.961 0.500 -0.099
C -0.440 -2.737 0.398 -1.036
H -0.542 -3.253 1.360 0.131
H -0.397 -3.486 -0.396 0.621
C 0.807 -1.849 0.438 -0.353
N 1.966 -2.568 0.933 0.141
C 2.529 -3.452 -0.065 -1.048
H 3.377 -3.982 0.367 0.349
H 1.778 -4.186 -0.351 0.333
H 2.863 -2.923 -0.970 0.334
C 2.960 -1.686 1.540 -1.716
C 3.559 -0.670 0.597 0.708
C 4.691 -0.981 -0.148 -0.504
C 5.206 -0.079 -1.062 -0.578
C 4.594 1.149 -1.244 -0.627
C 3.472 1.472 -0.500 -0.286
C 2.958 0.571 0.415 0.056
H 2.081 0.834 0.987 0.329
H 2.992 2.430 -0.632 0.284
H 4.994 1.853 -1.960 0.403
H 6.087 -0.336 -1.634 0.376
H 5.179 -1.935 -0.005 0.380
H 2.470 -1.173 2.372 0.466
H 3.748 -2.327 1.948 0.607
H 0.975 -1.406 -0.557 0.246
H 0.600 -1.027 1.129 0.338
H -4.024 -1.325 -1.993 0.407
C -4.595 -0.946 0.043 -1.151
C -4.049 -0.331 1.331 -0.733
C -3.353 1.000 1.036 -0.955
H -4.096 1.745 0.711 0.371
H -2.834 1.373 1.920 0.530
H -3.340 -1.016 1.796 0.307
H -4.867 -0.160 2.033 0.439
H -5.410 -0.321 -0.331 0.432
H -5.000 -1.938 0.247 0.386
H -2.002 0.244 -1.922 0.592
H -0.241 5.054 -1.059 0.388
H 0.551 3.491 -1.313 0.292
H 0.313 4.965 1.359 0.396
H 1.782 4.783 0.400 0.354
```